Entry 1:
{
  "formula": "C46H40As2N2ReSbSe4",
  "method": "ωB97M-V/def2-TZVPD",
  "charge": 2,
  "lumo_energy_ha": [-0.2470, -0.2478],
  "homo_ev": [-12.796, -12.891],
  "max_force_ha_per_bohr": 0.0086,
  "elements": ["Re", "C", "C", "As", "C", "C", "C", "C", "C", "C", "C", "C", "C", "C", "C", "C", "As", "C", "C", "C", "C", "C", "C", "C", "C", "C", "C", "C", "C", "H", "H", "H", "H", "H", "H", "H", "H", "H", "H", "H", "H", "H", "H", "H", "H", "H", "H", "H", "H", "H", "H", "H", "H", "Se", "Sb", "Se", "Se", "Se", "C", "C", "C", "C", "C", "C", "N", "C", "C", "C", "C", "C", "C", "H", "H", "H", "H", "H", "H", "H", "H", "H", "H", "C", "C", "C", "C", "C", "C", "C", "C", "N", "H", "H", "H", "H", "H", "H"],
  "positions_angstrom": [[-0.57169, -0.60117, 1.44885], [-2.60458, 2.08003, -0.95205], [-1.14987, 2.51805, -0.97988], [0.19776, 1.52590, 0.07320], [1.08231, 2.96753, 1.00954], [1.14064, 4.24671, 0.45737], [1.85865, 5.24498, 1.09547], [2.54083, 4.97146, 2.27446], [2.50496, 3.69520, 2.81164], [1.77569, 2.69668, 2.17893], [1.47634, 1.18889, -1.34993], [1.15760, 0.22290, -2.30210], [1.98209, 0.02501, -3.39613], [3.14298, 0.77776, -3.53735], [3.47892, 1.71533, -2.57552], [2.64817, 1.92527, -1.47990], [-2.96480, 0.31832, -1.63280], [-4.84704, 0.10886, -1.74622], [-5.31326, -1.02315, -2.41234], [-6.67902, -1.22582, -2.52061], [-7.56239, -0.30524, -1.97116], [-7.08859, 0.81961, -1.31181], [-5.72276, 1.03410, -1.19361], [-2.17292, 0.08229, -3.35533], [-2.10944, 1.16310, -4.22890], [-1.57743, 0.97791, -5.49505], [-1.13100, -0.27863, -5.88519], [-1.21086, -1.35519, -5.01152], [-1.73386, -1.17847, -3.74061], [-3.20400, 2.75128, -1.57360], [-3.03038, 2.08233, 0.05525], [-1.11186, 3.54502, -0.61586], [-0.78086, 2.51216, -2.00808], [0.65025, 4.47728, -0.48008], [1.89629, 6.23650, 0.66555], [3.10495, 5.75142, 2.76622], [3.04648, 3.47606, 3.72307], [1.74855, 1.69974, 2.59408], [0.27212, -0.39179, -2.18886], [1.72320, -0.72215, -4.13675], [3.79033, 0.62421, -4.39053], [4.38885, 2.29211, -2.67701], [2.92000, 2.66947, -0.74261], [-4.62575, -1.73519, -2.85604], [-7.05439, -2.09719, -3.03864], [-8.62781, -0.46427, -2.06151], [-7.78052, 1.53541, -0.89050], [-5.36568, 1.91575, -0.67620], [-2.46661, 2.14441, -3.93604], [-1.51664, 1.81117, -6.18153], [-0.72412, -0.41893, -6.87727], [-0.86816, -2.33417, -5.32073], [-1.77480, -2.01755, -3.05461], [1.85047, -3.58620, 1.41043], [0.12885, -4.51118, -0.32498], [-2.29245, -1.31435, -0.04864], [1.56596, -1.42144, 0.58623], [0.85393, -3.47307, -2.28431], [-1.44086, -5.78186, 4.01408], [-0.74442, -4.91912, 4.85598], [-0.57011, -3.59146, 4.50575], [-1.08174, -3.14125, 3.29465], [-1.79589, -3.98866, 2.45385], [-1.97569, -5.31586, 2.82161], [-0.85354, -1.81166, 2.87746], [-0.97649, -0.69827, 3.77472], [-2.24387, -0.30329, 4.25842], [-2.35364, 0.85021, 4.98551], [-1.21533, 1.64440, 5.23634], [0.01395, 1.26634, 4.76506], [0.15563, 0.07493, 4.02442], [-1.58074, -6.81484, 4.30075], [-0.33974, -5.28477, 5.78927], [-0.02982, -2.91407, 5.15515], [-2.24257, -3.59795, 1.54662], [-2.54526, -5.97964, 2.18421], [-3.10459, -0.92799, 4.05406], [-3.31764, 1.15400, 5.36944], [-1.31211, 2.54879, 5.82083], [0.88561, 1.86315, 4.99391], [1.13494, -0.31929, 3.77639], [3.19201, -0.62014, 1.35356], [4.35392, -0.68429, 0.39537], [5.33877, 0.29614, 0.51909], [6.43302, 0.30721, -0.32387], [6.54658, -0.67190, -1.30965], [5.58056, -1.66147, -1.42637], [4.48731, -1.66718, -0.57469], [7.64916, -0.64197, -2.23427], [8.50903, -0.60898, -2.99360], [2.93199, 0.42207, 1.55502], [3.38241, -1.12154, 2.30359], [5.24661, 1.06398, 1.27823], [7.19227, 1.07120, -0.23089], [5.68229, -2.42209, -2.18815], [3.74439, -2.44797, -0.68976]]
}

Entry 2:
{
  "formula": "C3H9NO2",
  "method": "ωB97M-V/def2-TZVPD",
  "de_lowest_kcal_mol": 109.76,
  "lumo_energy_ha": 0.0244,
  "homo_ev": -8.775,
  "max_force_ha_per_bohr": 0.0681,
  "elements": ["C", "C", "C", "N", "O", "O", "H", "H", "H", "H", "H", "H", "H", "H", "H"],
  "positions_angstrom": [[1.34207, -0.29739, 0.92874], [-1.48852, -0.53850, 0.47420], [0.17816, 1.05798, -1.12602], [-2.05619, -0.02390, -0.60142], [0.18539, 0.36745, 0.48231], [1.51932, -1.56328, 0.34660], [1.60968, -1.46105, -0.60432], [-2.55708, 0.83475, -0.37261], [1.25123, -0.46562, 2.00346], [2.20683, 0.35640, 0.73931], [-1.12676, -1.56006, 0.37736], [-1.80448, -0.27156, 1.48896], [-0.50956, 1.88691, -1.21534], [0.04268, 0.27332, -1.86096], [1.20720, 1.40455, -1.06025]]
}

Entry 3:
{
  "formula": "C46H46N2P2ReS3Sb",
  "method": "ωB97M-V/def2-TZVPD",
  "s_squared": 2.017,
  "lumo_energy_ha": [-0.0158, -0.0313],
  "homo_ev": [-6.968, -6.678],
  "max_force_ha_per_bohr": 0.0264,
  "spin_multiplicity": 3,
  "elements": ["Re", "S", "Sb", "S", "S", "N", "P", "C", "C", "C", "C", "C", "C", "C", "C", "C", "C", "C", "C", "P", "C", "C", "C", "C", "C", "C", "C", "C", "C", "C", "C", "C", "H", "H", "H", "H", "H", "H", "H", "H", "H", "H", "H", "H", "H", "H", "H", "H", "H", "H", "H", "H", "H", "C", "C", "C", "C", "C", "C", "C", "C", "C", "C", "H", "H", "H", "H", "H", "H", "H", "C", "C", "C", "C", "C", "C", "C", "C", "N", "C", "C", "C", "C", "H", "H", "H", "H", "H", "H", "H", "H", "H", "H", "H", "H", "H", "H", "H", "H", "H", "H"],
  "positions_angstrom": [[-0.74052, 0.40082, -0.40008], [1.66398, 0.79574, -5.34313], [1.14858, 1.54363, -3.28180], [3.40042, 0.59864, -1.51808], [0.08264, -0.49717, -2.40244], [2.23307, -1.67351, 0.09065], [3.08312, -1.32066, -1.32899], [4.65897, -2.21187, -1.08525], [5.84136, -1.55740, -0.76598], [7.02803, -2.27089, -0.69780], [7.03974, -3.63131, -0.96432], [5.85665, -4.28511, -1.27264], [4.67040, -3.58074, -1.33280], [2.37397, -2.24094, -2.73004], [2.92079, -1.97554, -3.97754], [2.38074, -2.57501, -5.10242], [1.29331, -3.41840, -4.97220], [0.77209, -3.71072, -3.71932], [1.31527, -3.13363, -2.58936], [0.90279, -0.82059, 0.81788], [0.50546, -2.15471, 2.00027], [-0.63491, -2.91650, 1.78106], [-0.98495, -3.91206, 2.67539], [-0.18243, -4.16038, 3.77628], [0.97509, -3.42532, 3.97977], [1.32233, -2.42250, 3.09462], [1.77474, 0.29025, 1.96621], [3.14682, 0.42156, 2.11704], [3.64232, 1.25848, 3.10430], [2.78264, 1.95502, 3.93895], [1.41096, 1.82956, 3.78145], [0.91166, 0.99968, 2.79817], [2.14981, -2.67746, 0.23458], [5.83482, -0.48787, -0.60714], [7.95118, -1.76484, -0.45624], [7.96845, -4.18421, -0.94494], [5.85776, -5.34383, -1.48682], [3.75299, -4.08308, -1.60974], [3.73901, -1.27163, -4.06862], [2.78735, -2.34864, -6.07519], [0.83052, -3.83731, -5.85351], [-0.07658, -4.37196, -3.62926], [0.87696, -3.31379, -1.61513], [-1.24273, -2.70092, 0.91562], [-1.89080, -4.48058, 2.52202], [-0.45884, -4.93112, 4.47766], [1.59554, -3.62417, 4.84085], [2.21883, -1.84146, 3.25310], [3.82716, -0.11420, 1.46768], [4.70847, 1.35530, 3.23350], [3.17337, 2.59262, 4.71897], [0.73507, 2.37779, 4.42118], [-0.15950, 0.87726, 2.66285], [-4.86821, 0.17685, 3.46003], [-3.79026, 1.00156, 3.10638], [-3.00248, 0.67469, 2.03938], [-3.25781, -0.46504, 1.24439], [-2.42745, -0.81140, 0.13019], [-2.80792, -1.89953, -0.63396], [-3.96862, -2.63297, -0.35852], [-4.74147, -2.32810, 0.72723], [-4.39763, -1.25300, 1.56919], [-5.17248, -0.91413, 2.69883], [-5.46653, 0.41738, 4.32390], [-3.58931, 1.89799, 3.67766], [-2.17034, 1.32707, 1.77072], [-2.18494, -2.18183, -1.47443], [-4.25803, -3.43852, -1.01749], [-5.63514, -2.89488, 0.94647], [-6.02307, -1.53094, 2.95560], [1.72889, 4.30868, 1.15864], [0.30382, 4.22542, 0.70147], [-0.59721, 5.24393, 0.98944], [-1.91319, 5.15771, 0.55633], [-2.90852, 6.26097, 0.76676], [-2.33403, 4.03101, -0.12569], [-1.45330, 3.00035, -0.48771], [-0.11346, 3.14101, -0.05261], [-1.80574, 1.86537, -1.19160], [-2.92235, 1.91314, -2.13916], [-2.92582, 3.21414, -2.95796], [-4.27934, 1.68346, -1.44994], [-2.76437, 0.77833, -3.16192], [1.88790, 5.18318, 1.78548], [2.40247, 4.36816, 0.30437], [1.99900, 3.42167, 1.72912], [-0.26686, 6.10782, 1.54727], [-2.53138, 7.03560, 1.42851], [-3.83520, 5.86375, 1.17812], [-3.14690, 6.71925, -0.19428], [-3.37973, 3.96133, -0.36553], [0.65621, 2.42294, -0.35516], [-3.21809, 4.08580, -2.38276], [-3.61998, 3.10277, -3.78737], [-1.92861, 3.39522, -3.36343], [-4.56611, 2.49127, -0.78385], [-4.23519, 0.76246, -0.87477], [-5.05041, 1.58041, -2.20908], [-1.89179, 0.93732, -3.79165], [-3.63527, 0.75118, -3.80897], [-2.66767, -0.18317, -2.66694]]
}

Entry 4:
{
  "formula": "C3H7NO",
  "method": "ωB97M-V/def2-TZVPD",
  "de_lowest_kcal_mol": 63.57,
  "smiles": "C[C@]1(N)CO1",
  "lumo_energy_ha": 0.0355,
  "homo_ev": -9.672,
  "max_force_ha_per_bohr": 0.0284,
  "elements": ["C", "C", "N", "C", "O", "H", "H", "H", "H", "H", "H", "H"],
  "positions_angstrom": [[-0.99988, 0.45332, -0.52499], [0.36119, 0.12693, 0.08199], [1.48683, -0.09577, -0.76414], [0.08281, -0.60604, 1.30116], [0.43590, 0.87256, 1.25211], [-1.36587, -0.39210, -1.11161], [-1.71631, 0.65993, 0.28384], [-0.91508, 1.35812, -1.12323], [1.29022, -0.94996, -1.28388], [1.56206, 0.65252, -1.44993], [-0.91188, -1.08175, 1.25259], [0.69002, -0.99777, 2.08609]]
}